(1)
C30H25BN12O5STi | ωB97M-V/def2-TZVPD

Positions of all 75 atoms, in Å:
Ti  0.72563  0.40498  0.21601
S  -4.10468  -3.43929  -3.12332
O  -3.36394  -4.28603  -4.20338
O  7.69229  0.79936  -1.30222
O  8.21602  1.71116  0.57706
O  -4.78073  -2.32124  -3.69350
O  -4.71988  -4.25443  -2.12923
N  -0.35218  1.80976  1.48616
N  7.42634  1.21361  -0.19219
N  -0.77971  1.15474  -1.17402
N  -2.05654  0.95405  -0.76853
N  -3.91437  0.69516  0.83904
N  -4.71496  -0.30532  0.39276
N  -1.66720  1.51174  1.66212
N  2.50399  0.98227  -0.83663
N  2.22722  0.32286  1.69613
N  1.12958  -1.58333  -1.07214
N  -1.91371  -0.88504  1.01672
N  -0.57871  -1.02138  1.21269
C  -1.81990  -3.74238  -1.65698
C  -0.39582  -2.20447  1.79665
C  -2.18032  2.07832  -2.66790
C  3.86248  1.35002  -2.77921
C  -0.59312  -3.32432  -1.19020
C  -5.92926  0.19907  0.31649
C  -2.91085  1.48814  -1.65940
C  -0.00621  2.63072  2.47322
C  -1.09058  2.87229  3.31363
C  -2.48362  -2.98036  -2.62110
C  -2.11762  2.13097  2.76648
C  3.64761  0.91747  -0.10374
C  3.07771  0.12124  3.93256
C  4.93842  1.08624  -0.65945
C  -2.55132  -1.98253  1.46362
C  2.64166  1.17474  -2.15438
C  -1.87600  -1.86112  -3.18990
C  6.03812  1.06362  0.27444
C  5.87831  0.89717  1.60222
C  5.02601  1.32414  -2.03329
C  2.04777  0.08794  3.00675
C  -1.61432  -2.85296  1.98316
C  -0.04072  -2.14335  -1.67376
C  4.36553  0.39561  3.50787
C  3.48542  0.61404  1.27675
C  -4.64052  1.83717  0.99854
C  -0.65983  -1.43876  -2.70942
C  -5.94536  1.55564  0.69549
C  -0.85560  1.86796  -2.30010
C  4.58329  0.64568  2.15179
B  -2.41912  0.54645  0.68854
H  0.03467  2.19040  -2.81052
H  -6.78522  2.22568  0.73942
H  1.02842  -0.12696  3.30265
H  2.86463  -0.07251  4.97381
H  1.83470  -1.34664  -1.76452
H  0.60095  -2.52721  2.06226
H  5.19071  0.41451  4.20679
H  -3.62209  -2.04683  1.39235
H  -0.20194  -0.54139  -3.10162
H  1.55195  -2.25142  -0.43103
H  -3.13181  1.99885  3.10105
H  -0.07568  -3.89477  -0.43205
H  3.89933  1.51299  -3.84654
H  -4.17932  2.76664  1.28694
H  -1.12835  3.49736  4.18713
H  -1.79442  -3.81443  2.43017
H  1.00594  2.99789  2.53700
H  -6.74929  -0.42427  -0.00083
H  -3.97586  1.41189  -1.51788
H  1.72706  1.18262  -2.72751
H  -2.55427  2.59467  -3.53356
H  -2.39915  -1.31966  -3.96740
H  -2.30000  -4.63514  -1.27862
H  5.98051  1.46738  -2.51224
H  6.74177  0.92240  2.25184

Force components x, y, z for each atom (eV/Å):
-0.344 -0.054 -0.355
0.502 -0.334 -0.471
-0.195 0.217 0.302
-0.035 -0.023 -0.034
0.004 0.019 -0.003
-0.163 0.039 0.099
-0.153 0.078 0.054
-0.072 -0.095 0.049
0.191 0.037 -0.021
-0.061 0.295 0.072
-0.069 0.126 -0.104
-0.026 0.046 0.066
0.080 -0.202 -0.060
-0.012 0.234 -0.027
0.329 -0.002 -0.224
0.110 -0.017 0.296
0.127 -0.151 0.062
-0.023 -0.165 0.073
-0.135 -0.158 0.034
-0.097 -0.162 -0.006
0.014 0.035 0.062
0.058 0.051 -0.042
0.021 0.011 0.034
-0.021 0.040 0.070
-0.008 -0.004 0.057
0.006 -0.125 0.065
-0.038 -0.003 0.038
0.043 0.004 0.000
0.053 -0.064 0.176
0.000 -0.076 0.040
0.384 -0.104 -0.015
0.035 0.005 0.010
-0.207 0.145 0.123
-0.027 0.127 0.150
-0.059 0.044 0.013
-0.022 0.222 -0.200
-0.040 -0.033 0.228
0.055 -0.003 -0.150
-0.021 -0.004 -0.085
-0.050 -0.014 -0.131
0.040 -0.022 -0.039
-0.046 0.191 -0.106
-0.096 -0.011 -0.031
0.191 0.118 0.256
-0.023 0.048 0.008
0.025 -0.067 -0.017
0.050 0.058 -0.030
-0.005 -0.239 -0.067
-0.075 -0.073 -0.079
-0.138 0.002 0.023
0.030 0.033 -0.032
-0.013 0.012 -0.009
0.018 -0.003 0.047
-0.019 -0.007 0.001
-0.063 0.013 -0.057
-0.010 -0.026 -0.012
0.029 0.009 -0.006
-0.036 -0.006 -0.012
-0.012 -0.064 -0.019
-0.019 0.010 -0.074
0.012 0.000 0.010
-0.009 -0.022 0.041
-0.020 0.003 -0.006
-0.027 -0.002 -0.007
0.001 0.005 0.018
0.000 -0.007 -0.005
-0.006 0.018 0.001
-0.005 -0.015 -0.008
-0.015 0.018 -0.017
-0.032 0.014 -0.059
-0.002 0.016 -0.001
0.047 0.017 -0.001
0.049 -0.007 0.031
0.016 -0.004 0.028
0.032 0.009 -0.014

The spin multiplicity is 4. For the calculated total energy, the calculation gives -3463.8605 a.u. For the relative energy (zero: lowest compared OMol25 entry of this formula, charge and spin), the calculation gives 0.088 eV. The highest occupied orbital energy (spin up / spin down) comes out at -9.3 / -11.7 eV. As for the total charge: +1. Its expectation value of S² is 3.788.

Here are the Löwdin charges for atoms 1 to 5, given in e:
1. Ti 0.935
2. S 0.540
3. O -0.116
4. O 0.096
5. O 0.112

=====

(2)
C30H25BrIrN6O4 | ωB97M-V/def2-TZVPD

Positions of all 67 atoms, in Å:
Ir  0.86321  -0.20386  -0.20132
Br  -3.15650  -2.54001  0.63061
O  1.43249  0.01132  -2.32705
O  -1.74477  0.88085  -1.97300
O  -1.16898  -0.48227  -0.31728
O  0.71197  1.78522  -0.24148
N  2.92073  -0.00111  0.18624
N  1.05934  -5.02804  -0.13134
N  1.12577  -0.02110  2.17571
N  -0.91068  -5.05893  -1.33311
N  1.03868  -2.25497  -0.16625
N  2.33458  0.04346  2.46450
C  0.72496  4.66075  -3.17640
C  2.00644  -4.31604  0.45855
C  -5.36951  -0.83451  0.64167
C  0.08519  -4.36241  -0.74837
C  -3.46378  0.12786  -0.51543
C  0.77003  3.34209  -3.55214
C  -6.11674  0.29731  0.36405
C  4.62228  0.11532  1.87138
C  -2.03318  0.19831  -1.00562
C  0.73399  4.00455  -0.86747
C  0.73919  4.99347  -1.81643
C  -1.18815  -0.06691  2.71256
C  -0.59403  -0.12292  5.42148
C  -1.92067  -0.15024  4.99483
C  0.43544  -0.07176  4.51184
C  5.22457  0.08596  -0.43075
C  0.83490  2.30311  -2.60827
C  0.77007  2.63024  -1.21761
C  3.27738  0.06372  1.49009
C  0.63518  0.58215  -4.46758
C  0.97930  0.93589  -3.04930
C  -4.25182  1.24209  -0.80131
C  3.88158  0.02464  -0.73835
C  0.12954  -2.95268  -0.82820
C  -5.56132  1.33296  -0.36836
C  0.14817  -0.04933  3.13236
C  1.98913  -2.93562  0.50108
C  -2.20924  -0.11852  3.63548
C  -4.05404  -0.91547  0.20963
C  5.60429  0.11604  0.90880
H  -5.80769  -1.65392  1.19405
H  -7.13863  0.35660  0.71258
H  -3.80140  2.04337  -1.37072
H  -1.39347  -0.04104  1.65070
H  -2.72202  -0.19300  5.71916
H  0.78277  3.10411  -4.60675
H  2.73680  -2.38455  1.04675
H  6.64855  0.13395  1.18631
H  3.54961  -0.01845  -1.76563
H  0.69306  4.23135  0.18956
H  2.80860  -4.87435  0.92422
H  -0.36709  -0.13910  6.47872
H  0.67248  5.43503  -3.92836
H  -1.75821  -4.58310  -1.59137
H  0.62418  -0.50160  -4.55521
H  -0.59301  -2.42615  -1.43151
H  5.96558  0.09373  -1.21529
H  -6.14461  2.21387  -0.59753
H  4.83733  0.14000  2.92917
H  1.40021  0.97455  -5.13991
H  -0.33400  0.98693  -4.74889
H  -0.96552  -6.04125  -1.12076
H  -3.23729  -0.13239  3.29930
H  0.73910  6.03170  -1.51212
H  1.46972  -0.04694  4.82507

Force components x, y, z for each atom (eV/Å):
2.262 1.253 0.038
0.018 -0.084 -0.013
-1.195 -1.201 1.516
-0.113 -0.031 -0.014
0.350 -0.230 0.497
-0.191 -0.005 0.927
-0.583 0.069 0.131
-0.246 -0.223 -0.136
0.517 -0.554 -3.849
-0.112 -0.022 -0.041
-0.378 -0.360 -0.127
-1.157 0.196 2.296
0.034 -0.130 -0.388
-0.071 0.205 0.045
0.045 0.006 0.029
0.545 0.255 0.149
0.064 -0.199 0.149
-0.103 0.464 -0.180
-0.064 -0.005 -0.032
-0.751 -0.031 0.345
0.232 0.284 -0.591
0.070 -0.090 0.117
-0.105 -0.326 0.161
0.501 0.054 -0.439
0.018 0.003 0.196
0.096 0.020 -0.293
0.318 0.055 -0.429
0.241 -0.013 0.579
0.064 -0.714 0.630
0.149 0.323 -0.666
1.060 -0.018 -1.541
0.438 -0.295 0.093
-0.509 1.189 -0.170
0.052 -0.001 -0.024
-0.189 -0.021 -0.454
-0.218 -0.255 -0.191
-0.019 0.070 0.031
-1.097 -0.017 1.595
0.186 -0.126 0.086
-0.185 0.004 0.356
0.163 0.186 -0.113
0.064 0.000 -0.503
0.035 -0.029 -0.018
-0.023 0.006 -0.002
0.020 -0.022 -0.023
-0.055 -0.056 0.062
-0.007 0.001 0.023
-0.022 -0.021 0.003
-0.008 0.037 -0.021
0.012 0.039 0.020
-0.059 -0.017 0.039
0.036 0.040 0.004
0.008 0.071 0.087
-0.004 -0.013 0.005
0.083 0.007 -0.007
-0.017 -0.049 0.010
-0.005 0.013 -0.044
-0.036 0.173 0.156
-0.057 0.004 -0.084
-0.007 0.010 -0.003
0.052 0.029 0.019
-0.066 0.020 -0.087
0.012 0.088 0.076
-0.007 -0.002 -0.055
0.005 -0.006 -0.046
-0.064 0.008 0.015
-0.026 -0.023 0.099

For the calculated total energy, the calculation gives -4465.8909 a.u. For the relative energy (zero: lowest compared OMol25 entry of this formula, charge and spin), the calculation gives 1.349 eV. The highest occupied orbital energy comes out at -10.3 eV. As for the total charge: +1.

Here are the Löwdin charges for atoms 1 to 5, given in e:
1. Ir 1.484
2. Br 0.823
3. O -0.100
4. O 0.084
5. O -0.294